[1]
The following is a DFT calculation (ωB97M-V/def2-TZVPD) of C18H26NOPt as an isolated structure.

Properties
Kohn-Sham gap ... 0.275 Ha
Net charge ... +1
E ... -25866.806 eV
HOMO level ... -10.211 eV

XYZ file:
```
47
Properties=species:S:1:pos:R:3:lowdin_charge:R:1
Pt 0.045 -0.064 0.894 1.170
O -1.954 -0.586 1.704 -0.183
N 0.256 -2.026 0.148 -0.049
C -2.566 -1.891 1.567 -0.195
C 1.884 0.929 0.502 -0.346
C -0.491 -3.975 -0.992 0.005
C -1.945 -1.928 -0.911 -0.141
C -3.030 -2.176 0.148 -0.151
C -0.676 -2.660 -0.584 -0.269
C 1.213 1.306 2.684 -0.236
C 3.333 -0.115 2.463 -0.028
C 1.628 -3.987 0.093 -0.029
C 0.268 1.940 1.720 -0.335
C 0.849 1.923 0.421 -0.329
C 1.040 1.264 4.166 -0.012
C -0.897 2.781 2.136 -0.029
C 0.455 2.741 -0.764 -0.023
C 2.187 0.699 1.954 -0.246
C 1.386 -2.684 0.468 -0.102
C 0.665 -4.651 -0.654 -0.024
C 2.843 0.560 -0.590 -0.022
H 1.347 0.301 4.576 0.083
H 2.585 1.051 -1.526 0.079
H -3.911 -1.575 -0.091 0.123
H -3.352 -3.221 0.117 0.127
H -1.590 2.938 1.310 0.078
H 0.818 -5.674 -0.971 0.122
H 0.990 3.693 -0.749 0.100
H 0.692 2.236 -1.698 0.079
H -1.793 -2.589 1.886 0.124
H 4.111 0.533 2.874 0.099
H -0.558 3.764 2.472 0.103
H 3.799 -0.698 1.668 0.072
H 3.857 0.863 -0.321 0.097
H -1.717 -0.864 -0.981 0.091
H -0.611 2.961 -0.765 0.078
H 0.005 1.439 4.457 0.076
H -2.307 -2.251 -1.886 0.126
H -2.581 0.095 1.437 0.111
H 2.860 -0.515 -0.775 0.073
H 3.027 -0.796 3.259 0.085
H -1.261 -4.451 -1.585 0.128
H -1.441 2.325 2.963 0.077
H -3.390 -1.949 2.278 0.131
H 1.645 2.034 4.651 0.098
H 2.554 -4.463 0.381 0.118
H 2.106 -2.129 1.051 0.095
```

[2]
The following is a DFT calculation (ωB97M-V/def2-TZVPD) of C18H27AlClNO4P2 as an isolated structure in a non-equilibrium geometry.

Properties
Kohn-Sham gap ... 0.198 Ha
Net charge ... +2
E ... -66468.554 eV
HOMO level ... -12.961 eV

XYZ file:
```
54
Properties=species:S:1:pos:R:3:lowdin_charge:R:1
Cl -1.237 -0.576 7.885 0.765
P 2.306 -0.750 -0.181 0.865
P -2.228 0.750 -1.439 1.018
Al 0.036 -0.299 -0.244 0.254
O 0.781 4.876 1.303 -0.043
O 3.281 3.372 -3.976 -0.073
O -0.211 0.875 1.368 -0.002
O -0.604 -1.282 1.248 0.024
N -0.139 -1.406 -1.892 0.018
C -1.046 -0.466 6.183 -0.636
C 2.620 -2.124 0.981 -0.196
C -2.148 2.062 -2.650 -0.146
C -3.171 1.276 -0.020 -0.153
C 3.624 0.465 0.111 -0.198
C -1.279 -1.576 -2.595 -0.316
C -2.553 -0.919 -2.061 -0.183
C -1.301 -2.309 -3.775 -0.017
C -0.532 -0.215 1.999 -0.452
C -0.975 -1.534 4.019 0.014
C 2.291 -1.408 -1.801 -0.249
C -0.087 -2.744 -4.325 -0.016
C 1.095 -2.421 -3.690 0.001
C -0.777 0.780 5.596 -0.058
C -0.711 -0.291 3.438 -0.158
C -1.129 -1.628 5.400 -0.059
C -0.598 0.866 4.215 0.015
C 1.085 -1.760 -2.441 -0.323
H 3.528 -2.658 0.662 0.075
H -0.804 0.758 -1.050 0.025
H -3.250 0.470 0.723 0.085
H 4.181 3.083 -4.124 0.030
H 1.774 -2.821 0.975 0.057
H -3.314 -0.878 -2.851 0.128
H 3.625 1.221 -0.685 0.061
H -0.707 1.660 6.227 0.120
H -1.039 -2.422 3.393 0.131
H -1.258 1.920 -3.279 0.088
H -1.313 -2.586 5.879 0.121
H 3.214 -1.589 -2.353 0.088
H 0.666 4.871 0.356 0.019
H -2.047 3.021 -2.114 0.090
H -4.177 1.578 -0.345 0.099
H 2.858 3.321 -4.852 0.044
H -2.665 2.140 0.436 0.089
H -0.082 -3.293 -5.261 0.129
H -2.251 -2.472 -4.276 0.124
H 0.215 4.132 1.581 0.022
H 2.067 -2.647 -4.130 0.133
H 3.428 0.962 1.071 0.063
H -3.049 2.095 -3.274 0.093
H 4.605 -0.031 0.151 0.073
H -0.356 1.811 3.736 0.125
H -2.996 -1.524 -1.253 0.130
H 2.753 -1.736 2.000 0.064
```

[3]
The following is a DFT calculation (ωB97M-V/def2-TZVPD) of a 2-piece molecular cluster, C18H27BrFN2O7PS overall in a non-equilibrium geometry.

Properties
SMILES string ... CCN1C(=O)c2cc(P(O)Br)c(CCCCS(=O)(=O)O)c(F)c2C1=O.COC[C@@H](C)N
Kohn-Sham gap ... 0.261 Ha
E ... -129286.234 eV
HOMO level ... -9.390 eV

XYZ file:
```
58
Properties=species:S:1:pos:R:3:lowdin_charge:R:1
Br 2.536 -5.260 -2.144 0.220
S -3.953 -7.468 -2.775 0.801
P 0.490 -4.472 -2.889 0.597
F -2.460 -2.338 1.719 -0.065
O 0.878 -3.791 -4.463 -0.417
O -4.700 -5.979 -3.275 -0.233
O 1.751 1.791 -1.207 -0.017
O -4.128 -8.436 -3.986 -0.369
O -4.713 -7.908 -1.501 -0.376
O 2.380 5.199 2.561 -0.209
O -1.588 0.985 2.385 -0.004
N 1.184 7.745 1.995 0.034
N -0.432 1.696 0.158 -0.038
C -1.485 -2.188 0.588 0.033
C 0.700 1.141 -0.679 -0.207
C -1.018 0.719 1.186 -0.173
C 3.358 4.754 1.632 -0.105
C -0.927 -6.197 -0.159 -0.201
C 2.768 6.347 3.322 -0.197
C 3.565 8.016 1.537 -0.075
C -1.927 3.759 0.698 -0.108
C 0.715 -1.634 -1.829 0.037
C -0.378 3.155 0.554 -0.187
C 2.522 7.695 2.605 -0.431
C -0.814 -0.705 0.398 0.057
C -1.872 -4.860 -0.171 -0.170
C -1.592 -7.494 -0.977 -0.198
C 0.280 -0.439 -0.794 0.001
C -1.089 -3.447 -0.439 -0.060
C -2.108 -7.121 -2.486 -0.241
C -0.001 -3.131 -1.623 -0.325
H 0.487 7.613 2.729 0.072
H 1.084 6.906 1.416 0.067
H 3.442 7.415 0.633 0.064
H -0.881 -6.562 0.977 0.127
H -4.528 -5.264 -2.595 0.081
H -1.512 -7.752 -3.283 0.127
H -2.713 2.939 1.000 0.071
H 3.490 9.066 1.234 0.077
H -2.418 -7.919 -0.258 0.117
H -2.773 -4.899 -0.940 0.111
H 0.188 3.350 1.565 0.132
H 3.231 5.270 0.679 0.075
H 1.896 -3.824 -4.549 0.055
H -1.980 -5.960 -2.733 0.064
H 4.377 4.886 2.008 0.090
H -0.770 -8.357 -1.061 0.132
H -2.290 4.210 -0.344 0.086
H 0.117 3.764 -0.346 0.141
H 3.193 3.687 1.453 0.084
H -1.983 4.583 1.560 0.092
H 3.807 6.256 3.663 0.117
H -2.390 -4.783 0.902 0.134
H 2.144 6.327 4.222 0.120
H 2.583 8.486 3.362 0.134
H 1.480 -1.419 -2.696 0.112
H 0.201 -6.007 -0.461 0.062
H 4.579 7.853 1.920 0.079
```

[4]
The following is a DFT calculation (ωB97M-V/def2-TZVPD) of a 2-piece molecular cluster, C18H27ClF10NO3 overall in a non-equilibrium geometry.

Properties
Kohn-Sham gap ... 0.075 Ha
Net charge ... -1
E ... -66417.341 eV
HOMO level ... -1.291 eV

XYZ file:
```
60
Properties=species:S:1:pos:R:3:lowdin_charge:R:1
Cl 3.551 0.785 1.120 0.540
F -3.512 2.892 1.095 0.030
F -4.703 0.190 0.624 0.035
F -2.854 -4.885 0.012 0.024
F -1.884 -2.423 -0.389 0.012
F -4.477 0.526 -1.818 -0.003
F -0.993 -5.084 -1.549 0.023
F -3.563 3.340 -1.267 -0.012
F -5.976 1.905 -0.577 0.005
F -1.111 -3.186 1.734 -0.006
F -0.790 -5.855 0.821 0.045
O -1.639 0.631 3.183 -0.257
O 2.565 1.523 -2.680 -0.168
O -3.525 -1.615 5.182 -0.253
N 2.781 -0.170 -0.146 -0.452
C -3.389 2.283 -0.245 -0.197
C 1.668 1.681 -1.554 -0.246
C 1.017 -2.274 -1.460 -0.187
C 3.817 -0.304 -1.229 -0.204
C -2.021 1.442 -0.531 -0.088
C 1.429 0.363 -0.594 -0.318
C -2.218 0.208 4.315 -0.419
C 0.668 -0.707 -1.638 -0.114
C -4.648 1.208 -0.482 -0.129
C 3.655 0.602 -2.551 -0.190
C -0.778 1.711 0.499 -0.174
C -1.352 -4.862 -0.124 -0.157
C -0.900 -3.327 0.244 -0.196
C -2.934 -1.199 4.053 -0.443
C 0.348 0.552 0.611 -0.123
C 3.586 3.615 -1.024 -0.146
C 2.060 3.077 -0.809 -0.200
C 0.672 -2.973 -0.027 -0.095
H -1.675 1.693 -1.641 0.128
H -0.414 2.805 0.322 0.110
H 0.892 -0.440 -2.780 0.138
H -2.154 -1.853 3.625 0.071
H -0.520 -0.618 -1.564 0.119
H -3.586 -1.042 3.175 0.080
H 2.141 -2.584 -1.717 0.110
H 0.588 1.881 -2.031 0.160
H -2.242 0.269 -0.546 0.124
H 1.839 2.946 0.354 0.102
H 0.821 0.656 1.703 0.129
H 1.338 3.943 -1.203 0.127
H 1.257 -4.014 -0.012 0.145
H -2.993 0.860 4.756 0.090
H 3.976 -1.433 -1.589 0.129
H 1.061 -2.392 0.925 0.131
H -1.557 0.046 5.185 0.086
H 4.423 2.799 -0.800 0.057
H -1.287 1.744 1.584 0.101
H 3.740 3.983 -2.125 0.080
H 3.629 -0.132 -3.493 0.137
H 4.670 1.216 -2.696 0.135
H 2.726 -1.121 0.332 0.120
H 3.797 4.482 -0.232 0.092
H 4.869 -0.027 -0.736 0.110
H -0.265 -0.473 0.679 0.119
H 0.372 -2.864 -2.275 0.132
```